Record 1
Entry from the Open Molecules 2025 dataset: a cluster of 3 separate species, C18H17ClF5N4O5 in total (the ωB97M-V functional and the def2-TZVPD basis).

spin multiplicity	1
total charge	-1
lowest unoccupied orbital energy	2.5	eV
HOMO-LUMO gap	7.81	eV

XYZ file:
```
50
Properties=species:S:1:pos:R:3:forces:R:3
O -4.515 -1.126 4.159 1.6 -0.3 -0.8
C -3.396 -1.271 3.741 -2.0 0.0 0.7
F -2.566 -2.110 4.335 0.5 0.0 -0.1
N -2.821 -0.618 2.608 -0.5 0.3 0.6
N -3.803 -0.526 1.559 0.0 0.8 -0.1
C -3.208 -0.583 0.255 -0.2 -0.6 -0.8
Cl -2.513 1.005 -0.238 0.1 0.2 0.4
C -2.151 -1.667 0.049 0.8 0.5 -0.3
C -0.717 -1.280 0.423 -0.1 -0.4 0.6
O -0.076 -2.387 1.101 -0.2 0.1 -0.3
C 0.385 -2.069 2.370 -0.2 0.3 -0.4
C 1.657 -1.212 2.342 -0.6 -1.1 0.7
F 2.210 -1.137 1.152 0.4 0.0 -1.1
F 1.453 0.017 2.775 -0.3 1.3 0.2
F 2.565 -1.737 3.173 0.8 -0.4 0.5
C -4.431 -0.919 -0.705 -0.5 0.7 -0.4
O -4.831 -0.051 -1.485 0.3 0.0 0.0
O -4.857 -2.064 -0.497 -0.1 -0.8 0.5
C -2.465 0.688 3.106 1.7 -0.7 0.4
O -1.480 0.881 3.757 -0.6 -0.2 -0.3
F -3.298 1.626 2.809 -0.7 0.7 -0.3
H -4.476 -1.280 1.614 -0.1 -0.2 0.1
H -2.152 -1.891 -1.009 -0.1 -0.2 -0.3
H -2.399 -2.581 0.571 -0.3 -0.1 0.2
H -0.677 -0.417 1.076 -0.1 0.2 0.1
H -0.133 -1.034 -0.450 0.2 0.0 -0.3
H -0.344 -1.508 2.948 -0.2 0.1 0.1
H 0.591 -2.998 2.878 0.3 -0.2 0.2
N 5.406 1.357 -0.373 -0.1 0.1 0.1
C 5.737 2.646 -0.428 0.1 -0.1 -0.1
C 4.994 3.658 0.157 0.0 0.0 0.0
C 3.836 3.314 0.836 0.0 0.0 0.0
C 3.473 1.980 0.904 0.0 0.0 0.0
C 4.290 1.044 0.287 0.2 0.0 -0.1
H 6.649 2.871 -0.973 0.0 0.1 0.0
H 5.313 4.689 0.080 0.0 0.0 0.0
H 3.225 4.075 1.305 0.0 0.0 0.0
H 2.578 1.670 1.422 0.0 0.0 0.0
H 4.047 -0.009 0.315 -0.1 0.0 0.0
N -0.996 -0.610 -3.236 0.2 -0.1 0.0
C 0.327 -0.756 -3.258 -0.1 0.0 0.0
C 1.151 -0.174 -4.210 0.0 0.0 0.0
C 0.565 0.604 -5.195 0.0 0.0 0.0
C -0.811 0.766 -5.187 0.1 0.0 0.0
C -1.543 0.140 -4.187 -0.3 0.0 0.1
H 0.744 -1.374 -2.468 0.1 0.0 0.0
H 2.222 -0.325 -4.177 0.0 0.0 0.0
H 1.172 1.077 -5.957 0.0 0.0 0.0
H -1.309 1.366 -5.937 0.0 0.0 0.0
H -2.622 0.241 -4.136 0.0 0.0 0.0
```
Forces are in eV/Å.



Record 2
Entry from the Open Molecules 2025 dataset: a structure of composition C18H17ClNO9PtS4 (the ωB97M-V functional and the def2-TZVPD basis).

spin multiplicity	5
energy above the lowest of the compared OMol25 structures with the same formula, charge and spin	0.000	eV
total charge	+1
lowest unoccupied orbital energy (alpha / beta)	-3.2 / -6.8	eV
HOMO-LUMO gap (alpha / beta)	8.15 / 5.18	eV

XYZ file:
```
51
Properties=species:S:1:pos:R:3:forces:R:3
Pt -1.097 0.261 0.318 0.7 -0.1 0.2
O -0.524 -1.612 1.442 -0.1 0.0 0.0
S -1.917 -1.905 1.933 0.0 0.0 -0.1
O -2.214 -3.296 2.012 0.0 0.0 0.0
O -2.805 -1.085 1.080 -0.1 0.0 -0.1
C -2.025 -1.235 3.585 0.0 0.1 0.0
C -2.357 -2.160 4.560 0.0 0.0 0.0
C -2.489 -1.777 5.890 0.0 0.0 0.0
C -2.301 -0.460 6.249 0.0 0.0 0.0
C -1.968 0.482 5.282 0.0 0.0 0.0
C -1.822 0.112 3.955 0.0 -0.1 0.0
S -1.277 1.427 2.883 0.0 0.0 0.0
O -1.144 2.606 3.663 0.0 0.0 0.0
O -2.225 1.534 1.729 0.0 0.0 0.0
O -0.020 0.930 2.250 -0.1 0.0 0.1
H -2.525 -3.185 4.263 0.0 0.0 0.0
H -2.743 -2.517 6.637 0.0 0.0 0.0
H -2.407 -0.152 7.280 0.0 0.0 0.0
H -1.819 1.517 5.551 0.0 0.0 0.0
C 0.641 3.794 -4.633 0.0 0.0 0.0
C 1.236 2.454 -4.365 0.0 0.0 0.0
C 2.583 2.235 -4.291 0.0 0.0 0.0
C 3.079 0.944 -4.047 -0.1 0.0 0.0
Cl 4.745 0.705 -3.922 0.1 0.0 0.0
C 2.219 -0.173 -3.895 0.0 0.1 -0.1
C 0.875 0.012 -3.922 0.0 0.1 0.0
C 0.364 1.326 -4.141 0.0 -0.1 -0.1
O -0.909 1.611 -4.179 0.0 0.0 0.0
C -1.893 0.664 -3.690 0.0 0.0 -0.1
C -1.664 0.497 -2.198 -0.1 0.0 -0.1
O -1.330 -0.631 -1.753 -0.2 0.0 0.2
O -1.762 1.510 -1.472 0.0 0.0 0.0
H 1.411 4.560 -4.655 0.0 0.0 0.0
H -0.100 4.047 -3.874 0.0 0.0 0.0
H 0.121 3.788 -5.593 0.0 0.0 0.0
H 3.278 3.055 -4.411 0.0 0.0 0.0
H 2.647 -1.154 -3.745 0.0 0.0 0.0
H 0.204 -0.820 -3.772 0.0 0.0 0.0
H -1.830 -0.278 -4.230 0.0 0.0 0.0
H -2.851 1.140 -3.874 0.0 0.0 0.0
S 1.218 0.955 -0.479 -0.3 0.0 -0.3
C 1.825 -0.536 0.096 0.1 0.1 0.2
N 2.208 -0.712 1.333 -0.1 -0.1 0.0
C 2.735 -2.028 1.694 0.0 0.0 0.0
C 2.237 -2.994 0.620 0.0 0.0 0.0
S 1.972 -1.962 -0.861 0.0 0.0 0.0
H 1.972 -0.005 2.020 0.1 0.1 0.0
H 2.379 -2.308 2.683 0.0 0.0 0.0
H 3.825 -1.977 1.711 0.0 0.0 0.0
H 1.278 -3.435 0.879 0.0 0.0 0.0
H 2.964 -3.770 0.400 0.0 0.0 0.0
```
Forces are in eV/Å.



Record 3
Entry from the Open Molecules 2025 dataset: a structure of composition C18H17CoIN7O2S (the ωB97M-V functional and the def2-TZVPD basis).

spin multiplicity	2
energy above the lowest of the compared OMol25 structures with the same formula, charge and spin	0.410	eV
total charge	-1
lowest unoccupied orbital energy (alpha / beta)	1.9 / 1.9	eV
HOMO-LUMO gap (alpha / beta)	5.49 / 5.50	eV

XYZ file:
```
47
Properties=species:S:1:pos:R:3:forces:R:3
Co -0.020 0.564 -0.762 0.3 0.1 -0.5
C -3.952 0.063 0.801 0.0 0.0 0.0
C -2.488 0.250 0.554 0.0 0.1 0.0
N -1.978 0.406 -0.620 0.0 -0.2 0.0
N -2.814 0.380 -1.690 0.0 0.0 0.0
C -2.212 0.450 -2.866 -0.1 -0.1 -0.1
N -3.106 0.459 -3.917 0.0 0.1 0.0
S -0.550 0.455 -3.251 0.0 0.0 0.1
C -1.560 0.352 1.700 0.0 0.0 0.0
C -2.014 0.410 3.009 0.0 0.0 0.0
C -1.091 0.625 4.028 0.0 0.0 0.0
C 0.239 0.794 3.711 0.0 0.0 0.0
C 0.617 0.681 2.376 0.0 -0.2 0.0
N -0.250 0.428 1.409 -0.2 0.2 0.0
H -4.478 0.016 -0.146 0.0 0.0 0.0
H -4.350 0.897 1.383 0.0 0.0 0.0
H -4.134 -0.855 1.367 0.0 0.0 0.0
H -4.034 0.758 -3.660 0.0 0.0 0.0
H -2.737 0.857 -4.765 0.0 0.0 0.0
H -3.066 0.302 3.231 0.0 0.0 0.0
H -1.423 0.675 5.058 0.0 0.0 0.0
H 0.984 1.028 4.457 0.0 0.0 0.0
H 1.652 0.799 2.086 0.0 0.0 0.0
C 4.075 1.642 -0.596 0.0 0.0 -0.1
C 4.689 0.415 -0.476 0.0 0.0 0.0
C 3.913 -0.741 -0.482 0.0 0.0 0.0
C 2.544 -0.614 -0.613 0.0 0.0 0.0
N 1.955 0.589 -0.752 0.0 0.0 0.0
C 2.692 1.695 -0.743 0.0 -0.1 0.1
C 1.596 -1.750 -0.632 0.0 0.0 0.0
C 1.972 -3.079 -0.476 0.0 0.0 -0.1
C 1.007 -4.065 -0.574 0.0 0.0 0.0
C -0.307 -3.701 -0.823 0.0 0.0 0.0
C -0.611 -2.356 -0.933 0.0 0.0 -0.1
N 0.314 -1.407 -0.827 0.0 0.1 0.2
H 4.630 2.567 -0.557 0.0 0.0 0.0
H 5.764 0.344 -0.368 0.0 0.0 0.0
H 4.374 -1.713 -0.384 0.0 0.0 0.0
H 2.147 2.625 -0.822 0.0 0.0 0.0
H 3.002 -3.335 -0.276 0.0 0.0 0.0
H 1.279 -5.106 -0.458 0.0 0.0 0.0
H -1.088 -4.440 -0.935 0.0 0.0 0.0
H -1.620 -2.014 -1.123 0.0 0.0 0.0
I 2.238 3.722 2.046 0.3 0.1 0.3
O -0.882 4.326 -0.933 0.1 0.1 -0.1
N -0.940 3.144 -1.155 -0.2 -0.2 0.1
O 0.022 2.461 -0.601 -0.2 0.0 -0.1
```
Forces are in eV/Å.



Record 4
Entry from the Open Molecules 2025 dataset: an isolated molecule of C18H17F3N2O3S (the ωB97M-V functional and the def2-TZVPD basis).

spin multiplicity	1
SMILES string	O=C(c1ccc(NS(=O)(=O)c2cccc(C(F)(F)F)c2)cc1)N1CCCC1
energy above the lowest of the compared OMol25 structures with the same formula, charge and spin	0.000	eV
total charge	0
lowest unoccupied orbital energy	0.3	eV
HOMO-LUMO gap	9.35	eV

XYZ file:
```
44
Properties=species:S:1:pos:R:3:forces:R:3
O 2.198 1.281 -1.516 0.0 0.3 -0.1
C 1.879 0.105 -1.529 -0.1 -0.1 0.1
C 0.634 -0.383 -0.850 -0.1 0.1 0.2
C -0.605 0.073 -1.280 0.1 -0.1 0.0
C -1.758 -0.293 -0.610 -0.1 -0.1 0.1
C -1.680 -1.113 0.511 0.8 0.0 -0.4
N -2.823 -1.448 1.247 -0.4 -0.2 0.8
S -2.813 -1.057 2.886 -0.1 0.4 -0.3
O -4.185 -1.008 3.279 -0.2 0.2 -0.2
O -1.912 -1.919 3.579 0.3 0.1 -0.1
C -2.116 0.597 2.809 -0.3 -0.5 0.2
C -0.770 0.794 3.050 0.1 0.0 0.1
C -0.213 2.041 2.814 -0.1 0.0 0.0
C -1.002 3.076 2.337 -0.2 0.0 0.0
C -2.356 2.862 2.113 0.0 0.0 0.0
C -3.247 3.960 1.597 -0.2 0.1 -0.1
F -4.188 4.309 2.490 -0.1 -0.1 0.2
F -2.585 5.078 1.283 0.3 0.0 0.0
F -3.908 3.580 0.489 0.0 -0.2 -0.1
C -2.922 1.615 2.346 0.0 0.2 0.0
C -0.441 -1.577 0.942 -0.1 -0.1 -0.1
C 0.706 -1.213 0.263 0.0 0.1 -0.2
N 2.623 -0.839 -2.131 0.2 0.0 -0.1
C 2.270 -2.229 -2.335 -0.2 -0.5 0.0
C 3.080 -2.625 -3.568 0.0 0.0 0.1
C 4.357 -1.803 -3.399 -0.1 0.0 0.0
C 3.837 -0.478 -2.849 0.3 0.4 0.0
H -0.662 0.730 -2.135 0.0 0.1 -0.1
H -2.719 0.066 -0.947 -0.1 0.1 0.0
H -3.694 -1.165 0.823 -0.2 0.0 0.1
H -0.182 -0.030 3.420 0.1 0.0 0.0
H 0.838 2.208 2.989 0.1 0.0 0.0
H -0.570 4.044 2.136 0.0 0.1 0.0
H -3.973 1.434 2.180 -0.1 0.0 -0.1
H -0.398 -2.210 1.813 0.1 -0.1 0.0
H 1.667 -1.561 0.612 0.1 -0.1 0.0
H 1.193 -2.344 -2.473 0.1 0.0 0.0
H 2.574 -2.831 -1.470 -0.1 0.0 -0.1
H 3.266 -3.696 -3.616 -0.1 0.0 0.0
H 2.555 -2.319 -4.474 0.0 0.0 0.0
H 4.903 -1.676 -4.331 0.1 0.0 0.0
H 5.014 -2.282 -2.673 0.0 0.0 0.0
H 4.538 0.016 -2.173 0.0 0.0 -0.1
H 3.591 0.228 -3.649 0.1 0.0 0.1
```
Forces are in eV/Å.